Formula: C33H60F5O27P3
Source: the OMol25 dataset
Level of theory: ωB97M-V/def2-TZVPD

XYZ file:
```
128
Properties=species:S:1:pos:R:3
O -5.642 4.046 0.425
C -5.934 4.236 -0.700
O -7.090 3.875 -1.284
C -7.016 4.132 -2.686
C -5.770 5.012 -2.823
F -6.145 6.334 -2.908
O -5.103 4.831 -1.612
H -6.824 3.189 -3.205
H -7.930 4.579 -3.058
H -5.137 4.783 -3.673
O 1.050 3.229 -2.951
C 1.558 3.960 -2.176
O 2.785 3.736 -1.632
C 2.931 4.613 -0.517
C 1.990 5.742 -0.859
F 2.595 6.736 -1.567
O 1.040 5.111 -1.684
H 2.600 4.088 0.386
H 3.964 4.910 -0.356
H 1.479 6.185 -0.007
O 7.060 2.391 5.125
C 5.966 2.692 4.808
O 4.976 1.834 4.506
C 3.917 2.547 3.863
C 4.218 3.998 4.243
F 3.393 4.380 5.296
O 5.523 3.988 4.718
H 4.027 2.440 2.787
H 2.937 2.262 4.222
H 4.051 4.744 3.470
O 3.982 -2.460 -0.521
C 3.885 -1.308 -0.765
O 4.787 -0.366 -0.455
C 4.261 0.916 -0.797
C 3.063 0.602 -1.680
F 3.442 0.608 -2.998
O 2.775 -0.717 -1.309
H 3.960 1.430 0.120
H 5.038 1.508 -1.273
H 2.227 1.276 -1.528
O 1.359 0.238 5.016
C 0.433 0.758 5.536
O -0.844 0.356 5.418
C -1.667 1.105 6.293
C -0.757 2.238 6.772
F -0.759 2.304 8.139
O 0.517 1.845 6.354
H -2.568 1.477 5.809
H -1.978 0.499 7.145
H -1.025 3.219 6.387
C -2.057 3.272 -0.403
C -1.380 1.931 -0.487
O -0.013 2.054 0.004
P 0.400 1.672 1.473
O 1.805 1.978 1.756
O -0.664 2.407 2.399
C -0.325 3.505 3.225
C 0.273 4.696 2.480
O -0.046 0.174 1.672
C 0.953 -0.869 1.669
C 0.307 -2.161 2.141
H -1.694 3.980 -1.151
H -3.111 3.103 -0.659
H -2.082 3.747 0.574
H -1.909 1.223 0.150
H -1.326 1.608 -1.519
H -1.251 3.868 3.674
H 0.335 3.223 4.051
H -0.416 5.001 1.686
H 0.410 5.565 3.122
H 1.218 4.417 2.016
H 1.375 -1.005 0.672
H 1.769 -0.614 2.346
H -0.701 -2.242 1.726
H 0.873 -3.003 1.741
H 0.237 -2.181 3.226
C 1.554 -10.575 -0.388
C 1.992 -9.138 -0.203
O 0.809 -8.305 -0.358
P 1.011 -6.736 -0.260
O 1.868 -6.290 0.834
O 1.497 -6.335 -1.708
C 2.177 -5.058 -1.846
C 1.470 -4.278 -2.924
O -0.482 -6.232 -0.291
C -1.390 -6.445 0.803
C -1.085 -5.514 1.967
H 1.085 -10.662 -1.368
H 2.434 -11.220 -0.405
H 0.907 -10.878 0.429
H 2.353 -8.994 0.816
H 2.741 -8.822 -0.928
H 2.124 -4.512 -0.905
H 3.226 -5.234 -2.069
H 1.887 -3.267 -2.963
H 1.498 -4.768 -3.893
H 0.435 -4.091 -2.629
H -2.391 -6.223 0.447
H -1.293 -7.486 1.116
H -0.032 -5.377 2.197
H -1.519 -4.538 1.736
H -1.592 -5.860 2.870
C -2.902 -2.592 -0.764
C -1.772 -2.368 -1.729
O -1.783 -0.994 -2.193
P -2.250 -0.693 -3.678
O -3.555 -1.245 -4.027
O -2.073 0.880 -3.777
C -3.222 1.729 -3.538
C -4.055 1.835 -4.782
O -1.061 -1.167 -4.614
C 0.284 -0.738 -4.355
C 0.666 0.404 -5.257
H -2.820 -1.916 0.094
H -3.912 -2.451 -1.150
H -2.862 -3.605 -0.353
H -0.821 -2.494 -1.213
H -1.831 -3.045 -2.581
H -3.790 1.306 -2.702
H -2.841 2.691 -3.197
H -4.900 2.510 -4.627
H -3.487 2.295 -5.596
H -4.415 0.873 -5.137
H 0.448 -0.475 -3.306
H 0.920 -1.602 -4.540
H 1.734 0.582 -5.353
H 0.170 0.292 -6.222
H 0.265 1.347 -4.869
```

LUMO energy: 0.1 eV
SMILES: O=C1OC[C@@H](F)O1.O=C1OC[C@@H](F)O1.O=C1OC[C@@H](F)O1.O=C1OC[C@@H](F)O1.O=C1OC[C@@H](F)O1.CCOP(=O)(OCC)OCC.CCOP(=O)(OCC)OCC.CCOP(=O)(OCC)OCC
ΔE to the lowest compared entry with this formula, charge and spin: 0.000 eV
DFT total energy: -4848.7582 a.u.